(1)
{"formula": "C31H74Br2ClO8S2", "method": "ωB97M-V/def2-TZVPD", "orbital_gap_ev": 6.41, "e_lumo_ev": -4.16, "total_charge": 1, "total_energy_ev": -223994.9875, "species": ["C", "C", "Cl", "C", "S", "C", "Br", "C", "C", "Br", "S", "C", "O", "O", "H", "H", "H", "H", "H", "H", "H", "H", "H", "H", "H", "H", "H", "H", "C", "C", "O", "C", "C", "H", "H", "H", "H", "H", "H", "H", "H", "H", "H", "C", "C", "O", "C", "C", "H", "H", "H", "H", "H", "H", "H", "H", "H", "H", "C", "C", "O", "C", "C", "H", "H", "H", "H", "H", "H", "H", "H", "H", "H", "C", "C", "O", "C", "C", "H", "H", "H", "H", "H", "H", "H", "H", "H", "H", "C", "C", "O", "C", "C", "H", "H", "H", "H", "H", "H", "H", "H", "H", "H", "C", "C", "O", "C", "C", "H", "H", "H", "H", "H", "H", "H", "H", "H", "H"], "coordinates": [[-4.4160, 7.0143, 1.9666], [-4.4184, 7.0804, 0.4492], [-4.8375, 8.7164, -0.1433], [-5.4449, 6.1637, -0.2231], [-5.2151, 4.4658, 0.3598], [-4.2133, 3.4937, -0.8939], [-3.2915, 4.6577, -2.1052], [-3.3032, 2.6247, -0.0258], [-2.3536, 3.4637, 0.8341], [-2.4030, 1.3721, -1.1736], [-7.1289, 3.4538, -0.0583], [-8.2832, 4.4596, 0.8048], [-6.9106, 2.2293, 0.6309], [-7.3309, 3.5581, -1.4623], [-5.4252, 6.8778, 2.3652], [-4.0157, 7.9402, 2.3747], [-3.7889, 6.1947, 2.3296], [-3.4308, 6.8544, 0.0472], [-6.4526, 6.4589, 0.0710], [-5.3686, 6.1760, -1.3083], [-4.9253, 2.9240, -1.4885], [-3.9646, 2.0277, 0.6073], [-2.3163, 4.5019, 0.4970], [-1.3363, 3.0814, 0.7933], [-2.6739, 3.4526, 1.8745], [-8.3673, 5.4317, 0.3285], [-9.2210, 3.9075, 0.6899], [-8.0018, 4.5127, 1.8546], [-3.3179, 3.2346, 5.5385], [-2.2456, 3.9104, 4.7036], [-2.5850, 5.2171, 4.2584], [-2.8194, 6.1778, 5.2827], [-1.6303, 6.4152, 6.1936], [-4.2684, 3.2060, 5.0018], [-3.0163, 2.2103, 5.7595], [-3.4792, 3.7418, 6.4899], [-2.0892, 3.3478, 3.7837], [-1.2900, 3.9058, 5.2365], [-3.7019, 5.9019, 5.8702], [-3.0639, 7.0956, 4.7456], [-1.3708, 5.5279, 6.7712], [-1.8685, 7.2084, 6.9028], [-0.7560, 6.7190, 5.6172], [0.2896, -0.4496, -3.6247], [1.0444, 0.1901, -2.4740], [1.1058, -0.6116, -1.3098], [1.7701, -1.8625, -1.4569], [3.2231, -1.7442, -1.8719], [-0.7273, -0.7171, -3.3275], [0.2317, 0.2416, -4.4678], [0.7823, -1.3562, -3.9815], [0.5356, 1.1016, -2.1530], [2.0484, 0.4858, -2.7991], [1.2270, -2.5089, -2.1560], [1.7125, -2.3208, -0.4695], [3.3401, -1.3092, -2.8656], [3.6757, -2.7364, -1.8819], [3.7742, -1.1337, -1.1548], [4.1717, -4.5271, -4.5327], [2.6562, -4.5738, -4.6007], [2.0560, -3.3553, -5.0100], [2.4294, -2.8750, -6.2918], [2.0994, -3.8228, -7.4309], [4.5015, -3.7243, -3.8720], [4.5504, -5.4741, -4.1454], [4.6247, -4.3699, -5.5123], [2.2444, -4.7595, -3.6076], [2.3302, -5.3996, -5.2427], [3.4935, -2.6141, -6.3110], [1.8700, -1.9457, -6.4081], [2.6609, -4.7553, -7.3653], [2.3538, -3.3533, -8.3820], [1.0353, -4.0624, -7.4370], [-4.1310, -2.9528, -0.0845], [-3.5576, -2.2684, 1.1425], [-4.0641, -0.9581, 1.3634], [-5.4611, -0.8612, 1.5824], [-5.9585, -1.6255, 2.7968], [-3.9587, -2.3500, -0.9774], [-3.6444, -3.9188, -0.2229], [-5.2023, -3.1367, 0.0064], [-2.4836, -2.1264, 1.0213], [-3.7027, -2.8905, 2.0318], [-6.0160, -1.1706, 0.6887], [-5.6458, 0.2051, 1.7199], [-5.8221, -2.7015, 2.6891], [-7.0257, -1.4435, 2.9324], [-5.4347, -1.3023, 3.6974], [3.2413, -4.8868, 2.3130], [4.3004, -4.2433, 1.4358], [3.9901, -2.9229, 1.0232], [3.8085, -1.9703, 2.0583], [5.0240, -1.7800, 2.9488], [2.2741, -4.8914, 1.8080], [3.5231, -5.9181, 2.5291], [3.1283, -4.3708, 3.2671], [4.4021, -4.8047, 0.5057], [5.2768, -4.2712, 1.9328], [2.9295, -2.2209, 2.6634], [3.5798, -1.0408, 1.5343], [5.2673, -2.6822, 3.5109], [4.8264, -0.9866, 3.6711], [5.8967, -1.4992, 2.3580], [7.2442, -2.5310, -0.3060], [7.5018, -2.4470, -1.7995], [8.7947, -2.8660, -2.1985], [9.1373, -4.2042, -1.8823], [8.2152, -5.2441, -2.4956], [7.9811, -1.9458, 0.2471], [6.2460, -2.1491, -0.0859], [7.2834, -3.5590, 0.0591], [7.4344, -1.4101, -2.1307], [6.7306, -3.0061, -2.3424], [9.1933, -4.3438, -0.7964], [10.1474, -4.3274, -2.2729], [7.1987, -5.1718, -2.1056], [8.5864, -6.2437, -2.2648], [8.1755, -5.1316, -3.5801]], "forces_ev_per_a": [[-0.002, -0.055, 0.042], [0.006, -0.054, -0.124], [0.002, -0.027, 0.023], [0.041, 0.061, -0.146], [0.049, -0.007, 0.181], [0.000, 0.018, 0.077], [0.005, -0.013, -0.051], [-0.136, 0.306, 0.110], [0.106, -0.090, 0.055], [0.065, -0.141, -0.103], [-0.025, 0.229, 0.029], [-0.119, -0.113, 0.047], [-0.038, -0.133, -0.150], [0.020, -0.077, -0.022], [0.000, 0.101, -0.026], [0.027, -0.033, -0.016], [-0.048, 0.006, -0.012], [-0.002, 0.103, 0.023], [0.021, -0.040, 0.090], [-0.021, 0.009, 0.012], [0.014, -0.037, 0.046], [0.092, -0.159, -0.081], [0.057, -0.033, -0.005], [-0.044, -0.044, 0.011], [-0.029, 0.046, -0.040], [-0.011, -0.012, -0.027], [0.003, 0.071, 0.063], [0.010, -0.006, -0.020], [-0.033, 0.069, 0.012], [-0.011, -0.104, -0.055], [-0.044, -0.030, -0.043], [0.002, 0.028, 0.010], [0.022, -0.009, -0.023], [0.002, -0.002, 0.001], [-0.005, -0.004, -0.013], [0.017, -0.015, 0.009], [0.065, -0.069, 0.070], [-0.015, 0.113, 0.014], [0.009, -0.031, -0.006], [-0.004, 0.006, 0.028], [-0.021, 0.008, 0.017], [0.005, 0.010, -0.011], [-0.001, -0.009, 0.002], [0.004, -0.132, -0.097], [-0.026, 0.084, -0.008], [-0.039, -0.002, 0.034], [-0.003, -0.054, 0.038], [0.054, 0.085, 0.015], [0.001, 0.015, 0.024], [-0.014, 0.047, 0.033], [0.008, 0.018, 0.006], [0.027, 0.017, -0.016], [0.007, -0.040, 0.005], [-0.003, 0.048, -0.026], [0.019, -0.020, -0.012], [-0.036, -0.071, -0.032], [0.007, 0.008, 0.025], [0.012, -0.013, -0.006], [0.028, 0.033, -0.002], [-0.004, -0.017, 0.029], [-0.040, 0.057, 0.049], [0.005, 0.025, -0.013], [-0.020, -0.015, 0.017], [0.019, 0.004, -0.012], [0.002, 0.001, 0.020], [-0.007, -0.030, -0.005], [0.010, -0.020, -0.001], [-0.006, 0.022, -0.020], [0.002, -0.023, 0.020], [0.015, 0.003, -0.015], [0.019, 0.012, -0.011], [-0.014, 0.006, -0.001], [0.006, -0.007, 0.003], [-0.016, 0.030, -0.011], [0.080, -0.001, -0.034], [-0.026, 0.162, 0.018], [-0.005, -0.061, 0.006], [0.021, 0.002, 0.013], [-0.005, 0.000, 0.004], [0.012, 0.007, -0.011], [0.006, -0.022, 0.013], [-0.002, -0.016, 0.000], [-0.028, 0.019, 0.005], [0.020, -0.002, -0.003], [-0.030, 0.008, -0.003], [-0.021, 0.001, -0.016], [0.003, 0.011, 0.008], [0.006, -0.011, -0.002], [-0.020, 0.023, -0.008], [0.051, -0.024, -0.013], [-0.055, -0.002, -0.012], [-0.011, 0.025, -0.014], [0.016, -0.011, -0.017], [0.001, 0.006, 0.007], [-0.009, -0.005, -0.014], [0.020, -0.012, 0.008], [0.008, -0.003, 0.006], [-0.013, 0.018, 0.020], [0.006, -0.028, -0.003], [-0.011, 0.005, 0.019], [-0.018, 0.007, 0.017], [0.006, 0.011, -0.009], [0.000, -0.009, 0.004], [0.032, 0.003, 0.025], [-0.024, 0.024, -0.020], [0.000, 0.005, 0.003], [0.021, -0.005, -0.001], [-0.012, 0.016, -0.024], [-0.001, -0.001, -0.008], [0.001, -0.003, 0.004], [-0.026, -0.003, -0.009], [-0.012, -0.005, 0.006], [-0.008, -0.031, -0.018], [-0.019, 0.021, 0.002], [-0.003, -0.017, 0.013], [0.000, -0.016, 0.019], [0.008, 0.001, -0.015], [-0.008, 0.003, 0.005]]}


(2)
{"formula": "C31H79ClN3O13S2", "method": "ωB97M-V/def2-TZVPD", "orbital_gap_ev": 8.72, "e_lumo_ev": -2.35, "total_charge": 1, "total_energy_ev": -98697.1905, "species": ["C", "O", "C", "C", "C", "C", "C", "C", "C", "N", "C", "C", "S", "C", "C", "C", "C", "N", "O", "C", "N", "C", "C", "C", "O", "C", "C", "C", "C", "C", "S", "O", "O", "Cl", "H", "H", "H", "H", "H", "H", "H", "H", "H", "H", "H", "H", "H", "H", "H", "H", "H", "H", "H", "H", "H", "H", "H", "H", "H", "H", "H", "H", "H", "H", "H", "H", "H", "H", "H", "H", "H", "H", "H", "H", "H", "H", "H", "H", "H", "H", "H", "C", "O", "H", "H", "H", "H", "C", "O", "H", "H", "H", "H", "C", "O", "H", "H", "H", "H", "C", "O", "H", "H", "H", "H", "C", "O", "H", "H", "H", "H", "C", "O", "H", "H", "H", "H", "C", "O", "H", "H", "H", "H", "C", "O", "H", "H", "H", "H"], "coordinates": [[7.5725, -1.0095, 2.2841], [6.3327, -1.6968, 2.1927], [5.3093, -0.9445, 1.5737], [4.3737, -1.8626, 0.7527], [2.9326, -1.6737, 1.2428], [1.8895, -2.5433, 0.5193], [1.8078, -2.3354, -1.0081], [0.6378, -1.4138, -1.4621], [1.1536, -0.0721, -2.0261], [1.8295, 0.7619, -1.0022], [1.0155, 1.0940, 0.1990], [0.0160, 2.2387, 0.0210], [-0.4321, 2.7680, 1.7412], [-1.2978, 1.8415, -0.6938], [-2.0854, 0.6902, 0.0055], [-3.5554, 1.0627, 0.3090], [-3.8911, 1.0723, 1.8225], [-5.0895, 1.8528, 2.1316], [0.5397, 3.4012, -0.5772], [1.3467, 3.1406, -1.7417], [2.0063, 4.3651, -2.0930], [1.1490, 5.2602, -2.8888], [2.5898, 5.0057, -0.9490], [1.8568, 6.0812, -0.1550], [3.6767, 4.7284, -0.6162], [2.4079, 2.0487, -1.4976], [3.2915, 1.9087, -2.7309], [4.3842, 0.8155, -2.6233], [4.5745, 0.0386, -3.9568], [5.1052, -1.3669, -3.6201], [4.9488, -2.6010, -4.9306], [6.2010, -2.8601, -5.5345], [4.4239, -3.7771, -4.3304], [3.6111, -1.9817, -6.3488], [7.4840, 0.0753, 2.1924], [8.0593, -1.2252, 3.2366], [8.2450, -1.4025, 1.5122], [5.7183, -0.1331, 0.9569], [4.7493, -0.4405, 2.3784], [4.7385, -2.8834, 0.8737], [4.5227, -1.5844, -0.2961], [2.7011, -0.5988, 1.2532], [2.9331, -1.9878, 2.2899], [0.9225, -2.4612, 1.0227], [2.2046, -3.5762, 0.6787], [1.6859, -3.2807, -1.5307], [2.7431, -1.8703, -1.3409], [-0.1142, -1.2524, -0.6881], [0.1160, -1.8825, -2.2979], [0.3012, 0.4155, -2.4968], [1.8288, -0.3426, -2.8365], [2.6219, 0.2052, -0.6572], [1.7288, 1.4239, 0.9572], [0.4900, 0.2462, 0.6313], [-0.5998, 1.5756, 2.3558], [-1.1889, 1.6533, -1.7654], [-1.9376, 2.7223, -0.6222], [-1.5629, 0.3011, 0.8783], [-2.1403, -0.0990, -0.7519], [-3.8188, 2.0571, -0.0626], [-4.2559, 0.3743, -0.1677], [-3.0647, 1.5132, 2.3858], [-4.1145, 0.0530, 2.1528], [-5.9089, 1.2586, 2.0815], [-5.1966, 2.6298, 1.4900], [0.6678, 2.8838, -2.5649], [0.1697, 5.4291, -2.4295], [1.0923, 4.9134, -3.9189], [1.6441, 6.2326, -2.9204], [2.3329, 7.0473, -0.3134], [1.9676, 5.8106, 0.8936], [0.7877, 6.1119, -0.3631], [3.0486, 2.4272, -0.6921], [2.6390, 1.6297, -3.5701], [3.7594, 2.8393, -3.0269], [5.3290, 1.3305, -2.4445], [4.2291, 0.0871, -1.8209], [3.6695, 0.0356, -4.5660], [5.3496, 0.5391, -4.5387], [4.6095, -1.7926, -2.7484], [6.1700, -1.3099, -3.3920], [0.8287, -6.6957, 1.2374], [0.5182, -5.3733, 1.6783], [0.7147, -6.7293, 0.1567], [1.8584, -6.9509, 1.4974], [0.1469, -7.4169, 1.6920], [0.6228, -5.3597, 2.6365], [-7.3479, -1.5538, 4.0252], [-7.0892, -0.3768, 3.2521], [-7.2664, -2.4186, 3.3719], [-6.6179, -1.6394, 4.8279], [-8.3569, -1.5083, 4.4411], [-7.1664, 0.3781, 3.8473], [-3.9843, -3.6515, 4.5345], [-4.3673, -2.3974, 5.0983], [-4.1294, -3.5967, 3.4579], [-2.9352, -3.8592, 4.7457], [-4.6052, -4.4543, 4.9399], [-4.2354, -2.4580, 6.0508], [6.7184, -0.4552, -8.2257], [5.3497, -0.1672, -8.5011], [7.2994, 0.4421, -8.4248], [6.8461, -0.7413, -7.1782], [7.0747, -1.2618, -8.8695], [4.8444, -0.9681, -8.3218], [-0.2127, -2.8627, 4.8421], [-0.5440, -3.8262, 5.8387], [-0.5878, -3.2136, 3.8854], [-0.6803, -1.9035, 5.0767], [0.8738, -2.7425, 4.7813], [-0.2079, -3.5029, 6.6815], [-9.9098, 2.0830, 1.8135], [-9.7832, 0.6722, 1.6786], [-10.8649, 2.3877, 1.3927], [-9.8773, 2.3614, 2.8715], [-9.1015, 2.5839, 1.2728], [-8.9311, 0.4251, 2.0552], [-2.1180, -2.8598, 1.1438], [-1.9470, -1.9596, 2.2391], [-1.4392, -3.7016, 1.2716], [-3.1462, -3.2277, 1.1203], [-1.8831, -2.3513, 0.2032], [-2.5586, -1.2271, 2.1036], [-8.3565, 5.6181, 0.0741], [-8.1435, 4.4796, -0.7554], [-7.9827, 5.3960, 1.0709], [-7.8222, 6.4849, -0.3230], [-9.4245, 5.8411, 0.1324], [-8.4829, 4.6961, -1.6302]], "forces_ev_per_a": [[0.531, -0.460, -0.027], [0.109, 0.335, -0.231], [-0.152, -0.004, 0.412], [0.428, 0.863, 0.445], [0.118, -0.653, -0.259], [0.652, -0.206, -0.118], [-0.916, 0.706, 0.498], [0.712, 0.253, -0.196], [-1.195, -1.433, -0.483], [-0.116, -0.001, -0.293], [0.058, 0.808, 0.944], [-1.300, -0.686, -0.092], [0.249, 0.427, 0.086], [-0.405, 0.131, 0.918], [-0.425, 0.178, -1.657], [-0.076, -0.052, 0.973], [-0.520, 0.448, -0.475], [-0.024, -0.282, 0.063], [0.652, -0.580, 0.230], [-0.100, 0.015, 0.047], [-0.996, 0.085, -0.270], [0.349, 0.512, 0.391], [-1.961, 1.631, -0.082], [-0.565, -0.455, -0.356], [2.945, -1.458, 0.776], [1.001, 1.500, -0.159], [-0.307, -1.550, -0.578], [0.130, 0.441, -0.854], [0.549, -0.041, 0.662], [-0.561, 0.932, -0.559], [0.988, -2.134, 1.008], [0.976, 1.409, -1.189], [-1.634, -0.032, 0.617], [0.049, 0.237, 0.383], [-0.142, -0.058, -0.041], [-0.276, -0.042, 0.088], [-0.045, 0.279, -0.075], [0.128, -0.203, -0.099], [-0.127, -0.049, -0.155], [-0.238, -0.043, 0.004], [-0.227, -0.236, -0.065], [-0.122, -0.092, -0.030], [-0.090, 0.214, 0.055], [-0.082, 0.054, -0.237], [-0.091, 0.003, 0.133], [0.244, -0.081, 0.084], [0.030, -0.325, -0.186], [0.122, -0.107, 0.038], [-0.058, 0.047, 0.011], [0.251, 0.609, 0.300], [0.415, 0.403, 0.193], [-0.156, -0.037, -0.056], [0.113, -0.037, -0.136], [0.181, -0.262, -0.418], [0.105, 0.119, -0.411], [0.277, -0.079, 0.097], [0.239, 0.161, -0.108], [-0.105, -0.015, 0.048], [0.227, -0.292, 0.370], [0.285, -0.039, -0.152], [0.116, -0.011, -0.126], [0.131, -0.306, -0.001], [0.338, 0.057, 0.243], [-0.013, 0.140, -0.111], [-0.094, -0.053, 0.070], [0.217, -0.180, -0.050], [-0.081, -0.211, -0.263], [-0.192, -0.172, 0.108], [-0.034, -0.039, -0.097], [-0.074, 0.018, -0.053], [0.146, 0.036, -0.001], [0.108, 0.224, -0.109], [-0.180, -0.164, 0.141], [0.022, 0.160, 0.017], [-0.225, 0.268, 0.427], [0.000, -0.206, 0.494], [-0.079, 0.171, 0.090], [-0.031, -0.220, 0.186], [-0.222, 0.091, -0.210], [-0.209, -0.225, -0.253], [0.039, -0.252, -0.247], [-0.008, 0.074, 0.256], [0.022, 0.052, 0.016], [-0.022, 0.067, 0.008], [-0.011, -0.114, -0.076], [0.049, -0.098, -0.086], [-0.065, 0.041, -0.078], [-0.148, 0.258, 0.221], [-0.109, 0.212, -0.184], [0.016, 0.073, -0.074], [0.003, -0.139, -0.033], [-0.016, -0.150, -0.027], [0.127, -0.088, -0.016], [-0.026, 0.079, 0.284], [0.090, -0.006, 0.007], [-0.039, 0.078, 0.020], [0.038, -0.121, -0.062], [0.040, -0.088, -0.104], [0.011, 0.043, -0.111], [-0.256, -0.129, 0.002], [-0.014, 0.050, 0.049], [-0.070, 0.027, -0.033], [0.157, -0.046, -0.027], [0.147, 0.008, 0.065], [0.129, 0.158, -0.116], [0.132, -0.055, 0.397], [0.014, -0.009, -0.061], [-0.091, -0.006, 0.036], [0.032, 0.061, -0.213], [-0.004, 0.110, -0.098], [-0.062, -0.111, -0.065], [0.348, -0.295, 0.095], [-0.076, 0.068, -0.017], [-0.004, -0.064, -0.010], [-0.067, 0.198, -0.041], [-0.109, 0.200, 0.008], [0.019, -0.197, -0.011], [-0.118, 0.221, 0.159], [0.207, 0.062, -0.218], [0.029, 0.044, 0.084], [0.034, -0.080, -0.165], [-0.090, -0.161, -0.117], [-0.038, -0.112, 0.224], [-0.136, -0.037, -0.335], [0.107, 0.006, 0.041], [0.012, -0.088, -0.036], [-0.032, 0.082, 0.130], [0.035, 0.134, 0.147], [0.034, -0.118, 0.085]]}